Record 1
# C3H9N3O2

A 4-piece molecular cluster, C3H9N3O2 overall (wB97M-V/def2-TZVPD, the Open Molecules 2025 dataset).

```
17
Properties=species:S:1:pos:R:3:forces:R:3
C -2.310484 -0.628686 0.323753 -2.0 6.5 -2.0
C -0.106455 0.371796 0.046286 -2.2 -0.1 4.1
C 2.511434 0.395377 0.164999 -1.0 0.3 1.3
H -3.453310 -0.416191 0.718913 3.4 -0.4 -0.6
H -2.295401 -0.315266 -0.893121 -1.3 0.6 3.2
H -2.136097 -1.585024 0.061185 0.8 -3.6 1.1
H 0.702250 0.253728 -1.689222 0.5 -0.9 -1.1
H -1.570802 -1.373986 -1.648647 -0.1 0.7 -0.5
H 3.104161 1.075394 1.298577 -1.3 -2.9 -3.8
H 3.257428 0.893673 -1.195477 -2.4 -1.5 3.9
H 2.071655 -1.057500 0.164087 2.4 4.1 0.0
H 0.065290 1.143034 2.235751 2.7 -0.2 -2.8
N -1.171878 0.243499 0.938695 2.4 -1.5 -3.4
N -0.169472 0.005464 -1.268149 -1.5 -1.2 0.1
N 1.127807 1.014593 0.492670 -2.1 -2.5 -5.9
O -0.629187 -1.386188 -1.476718 3.3 0.8 -0.3
O 1.003061 1.366283 1.726420 -1.5 1.9 6.9
```
Positions in Å, forces in eV/Å.

Calculated values
Lowest unoccupied orbital energy = -0.14 eV
Orbital gap = 8.0 eV
Relative energy (zero: lowest compared OMol25 entry of this formula, charge and spin) = 1368.1 kJ/mol

natural (NBO) atomic charge list, values in e, 5 entries:
1 C -0.394
2 C 0.519
3 C -0.522
4 H 0.217
5 H 0.125


Record 2
# C4H13NO3

A 3-piece molecular cluster, C4H13NO3 overall (wB97M-V/def2-TZVPD, the Open Molecules 2025 dataset).

```
21
Properties=species:S:1:pos:R:3:forces:R:3
C 1.599444 1.833745 1.274671 -1.0 -0.8 0.9
N 1.218778 0.422463 1.382148 0.2 0.4 0.0
C -0.109111 0.089572 1.906668 0.9 -1.0 -0.9
C -1.279510 0.480807 1.003906 -1.0 -0.3 1.9
C -1.312808 -0.241903 -0.319165 1.5 2.5 -0.1
O -1.949803 0.176727 -1.254675 -0.6 -0.8 0.0
H 2.597465 1.880479 0.858012 0.0 0.3 -0.2
H 1.624890 2.202149 2.303718 0.2 0.2 -0.1
H 0.845225 2.439498 0.759757 0.3 0.2 -0.4
H 1.353215 -0.069588 0.508780 0.1 0.0 0.0
H -0.232880 0.423266 2.935320 0.1 0.3 0.0
H -0.003807 -1.000547 1.942834 -0.6 -0.1 0.3
H -2.195712 0.185596 1.543680 0.0 -0.1 -0.1
H -1.379432 1.568065 1.022137 0.0 0.0 -0.9
H -0.451689 -0.925983 -0.430932 -0.9 -0.6 -0.2
O 0.570103 -2.541314 -0.931067 0.4 -0.5 -0.2
H 0.945374 -2.398107 -1.809315 0.0 0.1 0.1
H -0.275470 -2.958130 -1.121063 -0.1 -0.1 0.1
O 0.650034 -0.060308 -2.449097 0.5 0.3 -0.1
H 1.246572 0.232321 -1.752148 0.1 -0.2 0.0
H 0.346091 0.780226 -2.805743 -0.3 -0.1 -0.2
```
Positions in Å, forces in eV/Å.

Calculated values
Lowest unoccupied orbital energy = 0.60 eV
Orbital gap = 9.4 eV
Relative energy (zero: lowest compared OMol25 entry of this formula, charge and spin) = 231.7 kJ/mol

natural (NBO) atomic charge list, values in e, 5 entries:
1 C -0.422
2 N -0.625
3 C -0.223
4 C -0.560
5 C 0.411


Record 3
# C8H14O2

A 2-piece molecular cluster, C8H14O2 overall (wB97M-V/def2-TZVPD, the Open Molecules 2025 dataset).

```
24
Properties=species:S:1:pos:R:3:forces:R:3
O 0.477024 0.705357 -0.248077 -0.9 -0.1 -0.2
C -0.310818 1.067814 -1.375353 0.1 -0.5 -1.4
C -0.167203 2.542864 -1.685498 0.1 0.1 0.2
O -1.129483 3.224608 -2.457117 0.3 -0.6 -0.4
C 0.506098 3.397702 -0.664023 -0.2 -0.3 1.1
C 1.210497 2.985337 -1.927290 0.4 1.6 -0.4
H -0.196088 0.628101 0.435124 0.6 -0.1 0.4
H 0.071782 0.462394 -2.235904 -0.4 0.4 0.5
H -1.376772 0.828036 -1.246426 0.1 -0.1 0.1
H -2.001289 3.060295 -2.104873 -0.4 -0.1 0.3
H 0.862288 2.962800 0.269301 -0.2 0.1 -0.3
H 0.002801 4.342987 -0.554384 0.4 0.4 -0.2
H 1.428049 3.789856 -2.642788 -0.2 -0.6 0.1
H 1.965593 2.238522 -1.802190 0.4 -0.2 0.0
C -0.651188 -1.459833 1.683719 0.0 0.2 0.0
C -0.412926 -2.723733 1.357232 -0.2 -0.6 0.2
C 0.301804 -3.698287 2.204830 0.2 0.4 0.1
C 0.312189 -5.015241 2.013076 0.2 -0.1 0.3
H -1.267313 -0.826284 1.057024 0.0 -0.2 -0.1
H -0.255115 -0.967405 2.564218 0.0 -0.3 0.2
H -0.823559 -3.118020 0.427326 0.0 0.1 0.1
H 0.834404 -3.269651 3.055972 0.0 -0.1 -0.2
H -0.280342 -5.463603 1.227601 0.1 -0.1 -0.2
H 0.899567 -5.694615 2.648500 -0.4 0.4 -0.3
```
Positions in Å, forces in eV/Å.

Calculated values
Lowest unoccupied orbital energy = 0.70 eV
Orbital gap = 9.9 eV
Relative energy (zero: lowest compared OMol25 entry of this formula, charge and spin) = 302.5 kJ/mol

natural (NBO) atomic charge list, values in e, 5 entries:
1 O -0.704
2 C -0.082
3 C 0.185
4 O -0.695
5 C -0.446


Record 4
# C5H8O2

A single C5H8O2 molecule (wB97M-V/def2-TZVPD, the Open Molecules 2025 dataset).

```
15
Properties=species:S:1:pos:R:3:forces:R:3
O -2.229405 0.536973 0.580875 -0.1 0.0 -0.2
C -0.852550 0.544330 0.854645 0.2 0.1 0.2
C -0.107739 -0.823053 0.922092 0.0 -0.1 0.0
C 0.891619 -0.273424 -0.098534 -0.2 0.0 0.0
O 2.267036 -0.387474 -0.011595 0.1 -0.2 0.0
C 0.187863 0.055988 -1.372100 0.0 -0.1 -0.2
C 0.128184 1.024460 -0.211840 0.0 0.3 0.1
H -2.347090 0.240914 -0.329645 -0.1 0.0 0.1
H -0.743498 1.110517 1.782100 0.1 -0.1 -0.1
H 0.334039 -1.041622 1.897353 -0.1 0.1 -0.1
H -0.717791 -1.674469 0.596241 0.2 0.1 0.0
H 2.526600 -1.228257 -0.410089 0.0 0.1 0.1
H 0.836448 0.388535 -2.178206 -0.1 0.0 0.1
H -0.688219 -0.506074 -1.699558 0.1 0.0 0.1
H 0.514504 2.032656 -0.321739 -0.1 -0.1 0.0
```
Positions in Å, forces in eV/Å.

Calculated values
Lowest unoccupied orbital energy = 0.78 eV
Orbital gap = 10.5 eV
Relative energy (zero: lowest compared OMol25 entry of this formula, charge and spin) = 201.6 kJ/mol

natural (NBO) atomic charge list, values in e, 5 entries:
1 O -0.703
2 C 0.112
3 C -0.453
4 C 0.250
5 O -0.685


Record 5
# C34H24N4O7PS9Zr

C34H24N4O7PS9Zr as an isolated structure (wB97M-V/def2-TZVPD, the Open Molecules 2025 dataset).

```
80
Properties=species:S:1:pos:R:3:forces:R:3
Zr -0.943312 1.956730 -0.499747 1.8 -0.2 0.0
O -2.756991 3.469230 -0.234676 -0.3 -0.2 0.3
S -3.495647 2.617726 0.725091 0.3 0.1 -0.2
O -4.158433 3.313944 1.775889 -0.2 0.2 0.2
O -2.493471 1.600582 1.154173 -0.3 0.2 0.0
C -4.734099 1.553740 -0.024059 0.1 -0.4 0.0
C -6.028982 1.726097 0.432819 0.1 0.0 -0.1
C -6.997432 0.763731 0.167653 -0.1 0.0 0.0
C -6.664444 -0.387307 -0.518843 0.0 -0.1 0.0
C -5.375285 -0.558124 -1.011252 0.0 0.1 0.0
C -4.410363 0.403136 -0.777239 -0.2 0.4 0.0
S -2.866047 0.206577 -1.654214 0.0 0.1 0.0
O -3.150370 -0.638481 -2.760920 0.0 -0.1 -0.1
O -1.828559 -0.259585 -0.704231 -0.5 0.1 -0.2
O -2.503661 1.621064 -1.952977 -0.6 -0.5 -0.4
H -6.258600 2.603771 1.020528 0.0 0.0 0.0
H -8.010506 0.912823 0.519905 0.0 0.0 0.0
H -7.411633 -1.150495 -0.696403 0.0 0.0 0.0
H -5.112332 -1.423461 -1.604490 0.0 0.0 0.0
N 0.223482 1.416557 2.741538 -0.1 0.2 0.1
P -0.144598 0.265986 1.550175 0.2 0.0 0.2
C -1.176164 -0.909936 2.507620 -0.2 -0.1 -0.2
C -0.578850 -1.586862 3.572195 0.0 0.0 0.0
C -1.298525 -2.503053 4.321522 0.0 0.0 0.0
C -2.624884 -2.766526 4.007223 0.0 0.0 0.0
C -3.224886 -2.106498 2.946555 0.0 0.0 0.0
C -2.506658 -1.182507 2.197401 0.0 0.0 0.1
C 1.340345 -0.745803 1.382463 0.1 0.0 -0.1
C 1.295758 -1.731327 0.399098 0.0 -0.1 0.0
C 2.392402 -2.551437 0.196358 0.1 0.0 0.0
C 3.538631 -2.382580 0.964520 0.0 0.0 0.0
C 3.588134 -1.390667 1.933025 0.0 0.0 0.0
C 2.488589 -0.568969 2.141138 0.1 0.0 0.0
C -0.023394 2.773669 2.628463 0.2 -0.2 -0.1
C 0.144436 3.575370 3.761469 0.1 0.0 0.1
C -0.057584 4.927807 3.663369 0.0 0.1 0.1
C -0.407246 5.470751 2.433401 0.0 0.1 0.0
C -0.547458 4.619920 1.367136 0.1 -0.2 -0.1
N -0.375060 3.283129 1.444560 -0.4 0.3 0.3
H 0.423928 1.110394 3.681589 0.0 0.0 0.0
H 0.466089 -1.414759 3.808181 0.0 0.0 0.0
H -0.818764 -3.024164 5.140287 0.0 0.0 0.0
H -3.183754 -3.494386 4.582091 0.0 0.0 0.0
H -4.257943 -2.309316 2.694035 0.0 0.0 0.0
H -2.976840 -0.676160 1.371022 0.0 0.0 0.0
H 0.408824 -1.849146 -0.216212 0.0 0.0 0.0
H 2.364650 -3.307396 -0.576305 0.0 0.0 0.0
H 4.397470 -3.019434 0.791826 0.0 0.0 0.0
H 4.487741 -1.244077 2.518468 0.0 0.0 0.0
H 2.539096 0.228032 2.874902 0.0 0.0 -0.1
H 0.439957 3.114814 4.695617 0.0 0.0 0.0
H 0.067451 5.559159 4.534155 0.0 0.0 0.0
H -0.565014 6.530825 2.298040 0.0 0.0 0.0
H -0.784080 4.994843 0.382726 -0.1 0.0 -0.1
O 4.797324 4.992602 -3.478874 -0.1 0.0 0.1
C 3.835667 4.507192 -2.933596 0.2 0.0 -0.1
S 3.934183 3.258257 -1.685277 0.1 0.1 0.0
C 2.216449 3.119970 -1.392684 0.1 -0.1 0.2
C 1.411520 3.880717 -2.136357 -0.2 0.1 -0.1
S -0.334432 3.908593 -2.030892 -0.1 0.0 0.1
S 2.165467 4.943251 -3.307559 0.0 0.0 0.0
S 1.708283 2.022447 -0.149272 0.1 0.0 0.0
S 0.584437 -4.939686 -4.036885 0.0 0.2 0.1
C 0.901908 -3.335882 -3.665373 0.2 -0.2 0.0
S -0.356802 -2.168875 -3.547084 -0.4 0.0 0.1
C 0.764782 -0.926220 -3.052739 0.1 0.0 0.5
N 1.984027 -1.359109 -2.999640 -0.1 -0.1 -0.2
N 2.063580 -2.696918 -3.381991 0.4 0.1 0.1
C 3.399362 -3.222674 -3.400856 -0.2 0.1 0.0
C 3.720680 -4.394695 -4.072715 0.1 -0.1 -0.1
C 5.031884 -4.857902 -4.059538 0.0 0.0 0.0
C 6.029874 -4.165152 -3.394250 -0.1 0.1 0.0
C 5.705397 -2.977095 -2.749561 0.0 0.0 0.0
C 4.405164 -2.501381 -2.753881 0.0 0.0 0.1
S 0.275829 0.698078 -2.772783 0.1 0.3 -0.6
H 2.957968 -4.941985 -4.602538 0.0 0.0 0.0
H 5.264730 -5.775629 -4.585869 0.0 0.0 0.0
H 7.047721 -4.534772 -3.389257 0.0 0.0 0.0
H 6.471919 -2.404327 -2.241271 0.0 0.0 0.0
H 4.157969 -1.566757 -2.275917 0.0 0.0 0.0
```
Positions in Å, forces in eV/Å.

Calculated values
Lowest unoccupied orbital energy = 1.74 eV
Orbital gap = 6.0 eV
Total charge = -1
Relative energy (zero: lowest compared OMol25 entry of this formula, charge and spin) = 77.1 kJ/mol

Mulliken atomic charge list, values in e, 5 entries:
1 Zr 0.398
2 O -0.657
3 S 1.976
4 O -0.735
5 O -0.741


Record 6
# C5H5NOS

C5H5NOS as an isolated structure (wB97M-V/def2-TZVPD, the Open Molecules 2025 dataset).

```
13
Properties=species:S:1:pos:R:3:forces:R:3
C 1.739634 0.249692 -1.343937 1.3 -1.8 -0.7
C -1.212459 -0.399495 0.435498 2.3 -0.3 1.1
C 0.311605 0.578199 -1.652763 -0.1 -0.9 -2.1
C 0.067126 -0.098479 -0.303884 1.5 2.2 -0.8
C -0.975869 -0.269724 1.987823 -3.9 -2.1 -0.2
N 1.329637 -0.196853 -0.012734 -1.1 -0.6 2.1
O -2.146508 -0.780670 -0.217004 -0.3 0.3 0.9
S 1.603064 1.911272 -1.775624 -1.1 1.0 1.1
H 2.568240 -0.373208 -1.755854 -1.3 0.4 -0.3
H -0.216164 0.365455 -2.584611 0.2 0.1 0.3
H -0.622247 -1.205928 2.448613 1.0 0.3 -0.8
H -2.005579 -0.380287 2.483565 1.1 1.1 -0.7
H -0.440480 0.600025 2.290914 0.4 0.4 0.1
```
Positions in Å, forces in eV/Å.

Calculated values
Lowest unoccupied orbital energy = -0.52 eV
Orbital gap = 8.8 eV
Relative energy (zero: lowest compared OMol25 entry of this formula, charge and spin) = 379.4 kJ/mol

natural (NBO) atomic charge list, values in e, 5 entries:
1 C -0.245
2 C 0.560
3 C -0.361
4 C 0.154
5 C -0.735